Run a
ORCA calculation (ωB97M-V/def2-TZVPD) on a single C2H8NO2P molecule.

Structure (XYZ):
```
14
Properties=species:S:1:pos:R:3:nbo_charge:R:1
C -1.57 0.10 1.67 -0.639
C -0.78 -0.74 0.64 -0.056
O -0.02 0.37 0.04 -0.852
P 0.66 0.45 -1.39 2.155
N 2.29 0.50 -1.11 -1.205
O 0.24 1.54 -2.25 -1.084
H -2.61 0.07 1.39 0.213
H -1.71 -0.41 2.57 0.210
H -1.11 1.15 1.74 0.251
H -1.42 -1.25 -0.10 0.199
H -0.01 -1.38 1.14 0.184
H 0.36 -0.99 -1.91 -0.177
H 2.99 0.80 -1.80 0.418
H 2.69 -0.21 -0.61 0.384
```

Computed properties:
- Gap between HOMO and LUMO: 11.268 eV
- SMILES: CCO[P@H](N)=O
- E_HOMO: -0.3816 Ha


Run b
ORCA calculation (ωB97M-V/def2-TZVPD) on 2 unconnected molecules or ions with the total composition C2H8NO2P.

Structure (XYZ):
```
14
Properties=species:S:1:pos:R:3:nbo_charge:R:1
C -1.38 -1.67 0.84 -0.271
C 1.58 1.92 0.55 -0.264
N 0.52 -1.08 -1.28 -1.240
O -1.62 -0.51 0.02 -0.804
O 0.41 2.22 -0.19 -0.679
P -0.54 0.01 -1.04 1.758
H -2.02 -1.48 1.75 0.206
H -0.28 -1.82 1.08 0.225
H -1.94 -2.54 0.21 0.200
H 2.36 1.48 0.00 0.154
H 1.44 1.14 1.38 0.140
H 1.94 2.88 0.97 0.187
H 1.04 -1.00 -2.23 0.411
H -1.51 0.44 -2.07 -0.023
```

Computed properties:
- Gap between HOMO and LUMO (alpha / beta): 8.426 / 7.774 eV
- E_HOMO (alpha / beta): -0.3378 / -0.3134 Ha


Run c
ORCA calculation (ωB97M-V/def2-TZVPD) on a single C2H8NO2P molecule.

Structure (XYZ):
```
14
Properties=species:S:1:pos:R:3:nbo_charge:R:1
C -1.53 0.34 0.98 -1.023
P 0.00 0.43 0.02 1.957
C -0.35 -0.85 -1.32 -1.013
O 0.47 1.66 -0.63 -1.091
N 1.47 -0.30 0.92 -0.594
O 2.57 0.30 0.28 -0.587
H -2.36 0.65 0.33 0.270
H -1.71 -0.74 1.02 0.256
H -1.28 0.85 1.97 0.263
H -1.29 -0.41 -1.73 0.231
H 0.47 -0.78 -2.04 0.248
H -0.47 -1.96 -1.16 0.251
H 1.60 0.17 1.91 0.358
H 2.39 0.62 -0.55 0.472
```

Computed properties:
- Gap between HOMO and LUMO: 9.755 eV
- SMILES: CP(C)(=O)NO
- E_HOMO: -0.3336 Ha


Short version: run b is the least stable of them.


Run a
ORCA calculation (ωB97M-V/def2-TZVPD) on 2 unconnected molecules or ions with the total composition C6H16NO.

Structure (XYZ):
```
24
Properties=species:S:1:pos:R:3:nbo_charge:R:1
C 0.82 -1.98 1.85 -0.510
C 0.97 -2.17 0.55 0.310
O 1.31 -1.08 -0.24 -0.739
C 0.77 -3.45 -0.19 -0.684
H 0.52 -2.82 2.46 0.231
H 1.05 -1.02 2.30 0.210
H 1.55 -1.38 -1.13 0.499
H 0.52 -4.24 0.50 0.251
H -0.01 -3.34 -0.93 0.221
H 1.69 -3.73 -0.71 0.236
C -0.33 2.85 0.64 -0.636
C -1.04 1.96 -0.37 -0.035
C -0.40 1.95 -1.74 -0.636
N -1.04 0.54 0.17 -0.689
H -0.82 2.83 1.61 0.227
H 0.71 2.54 0.75 0.225
H -0.32 3.88 0.29 0.255
H -2.10 2.24 -0.42 0.220
H 0.63 1.62 -1.68 0.225
H -0.40 2.95 -2.15 0.255
H -0.93 1.30 -2.44 0.224
H -1.49 0.48 1.08 0.437
H -1.54 -0.08 -0.46 0.433
H -0.09 0.16 0.26 0.469
```

Computed properties:
- Total charge: +1
- Gap between HOMO and LUMO: 9.644 eV
- E_HOMO: -0.4696 Ha


Run b
ORCA calculation (ωB97M-V/def2-TZVPD) on 3 unconnected molecules or ions with the total composition C6H16NO.

Structure (XYZ):
```
24
Properties=species:S:1:pos:R:3:nbo_charge:R:1
C -1.75 -1.85 1.62 -0.652
C -1.14 -0.84 0.57 -0.147
C 0.43 -1.18 0.45 -0.297
C 1.22 -0.41 -0.60 -0.478
C 2.82 1.29 0.36 -0.295
C 1.60 0.92 -0.07 -0.195
N -1.63 -0.86 -0.83 -0.095
H -1.03 -2.05 2.44 0.262
H -2.75 -1.59 1.99 0.261
H -1.91 -2.82 1.13 0.235
H -1.28 0.27 0.75 0.378
H 0.86 -1.04 1.43 0.251
H 0.37 -2.27 0.30 0.234
H 0.44 -0.34 -1.44 0.235
H 2.13 -1.00 -0.89 0.265
H 3.59 0.53 0.42 0.201
H 3.05 2.34 0.50 0.227
H 1.90 4.95 -0.83 0.011
H -1.60 0.79 -1.31 0.460
H 0.81 1.61 -0.18 0.223
H -2.45 -1.45 -0.82 0.366
H -1.57 2.32 -1.88 0.509
H 1.72 4.80 -0.13 -0.011
O -1.24 1.68 -1.21 -0.947
```

Computed properties:
- Total charge: +1
- Gap between HOMO and LUMO: 4.151 eV
- E_HOMO: -0.4862 Ha


Short version: run b is the least stable of them.


Run a
ORCA calculation (ωB97M-V/def2-TZVPD) on a gas-phase ion, C2H6N5 (charge +1).

Structure (XYZ):
```
13
Properties=species:S:1:pos:R:3:nbo_charge:R:1
C 0.95 0.00 1.88 -0.247
C -0.34 0.02 1.72 -0.018
N 1.76 0.17 0.77 -0.029
N 1.47 0.18 -0.36 0.092
N -0.66 -1.13 -1.02 -0.591
N -0.61 1.05 -1.30 -0.537
N -0.20 0.03 -0.65 0.111
H 1.46 0.26 2.90 0.277
H -1.50 -0.10 1.74 0.296
H -0.42 -1.84 -0.34 0.422
H -0.83 -1.33 -2.08 0.408
H -1.03 0.83 -2.20 0.397
H -0.05 1.85 -1.06 0.419
```

Computed properties:
- Total charge: +1
- Gap between HOMO and LUMO (alpha / beta): 7.922 / 7.867 eV
- E_HOMO (alpha / beta): -0.4883 / -0.4709 Ha


Run b
ORCA calculation (ωB97M-V/def2-TZVPD) on 2 unconnected molecules or ions with the total composition C2H6N5.

Structure (XYZ):
```
13
Properties=species:S:1:pos:R:3:nbo_charge:R:1
C 2.91 -0.26 0.15 0.185
C -0.76 0.33 -0.10 0.457
N 1.80 -0.49 0.39 -0.419
N -0.33 1.45 -0.84 -0.789
N -1.53 0.28 0.96 -0.543
N -0.69 -1.95 -0.26 -0.263
N -0.45 -0.83 -0.75 0.077
H -0.54 2.38 -0.75 0.418
H 0.63 1.25 -1.07 0.401
H -1.82 1.25 1.11 0.374
H 3.86 0.02 -0.19 0.255
H -1.17 -2.05 0.63 0.420
H -0.78 -2.76 -0.84 0.428
```

Computed properties:
- Total charge: +1
- Gap between HOMO and LUMO (alpha / beta): 7.446 / 7.448 eV
- E_HOMO (alpha / beta): -0.5276 / -0.5277 Ha


Short version: run a is the least stable of them.


Run a
ORCA calculation (ωB97M-V/def2-TZVPD) on a single C10H12NOP molecule.

Structure (XYZ):
```
25
Properties=species:S:1:pos:R:3:nbo_charge:R:1
O 3.66 0.33 -0.97 -0.617
C 3.10 -0.66 -0.46 0.510
N 1.76 -0.58 -0.23 -0.434
C 1.20 -1.67 0.51 -0.201
C -0.30 -1.87 0.14 -0.407
C -1.02 -0.63 0.00 -0.061
C -2.46 -0.66 0.00 -0.170
C -3.22 0.47 -0.28 -0.234
C -2.54 1.65 -0.57 -0.199
C -1.14 1.72 -0.60 -0.207
C -0.44 0.57 -0.24 -0.036
C 1.08 0.71 -0.31 -0.306
P 1.66 2.17 0.72 0.303
H 3.66 -1.53 -0.42 0.146
H 1.29 -1.51 1.52 0.180
H 1.68 -2.54 0.37 0.206
H -0.76 -2.66 0.89 0.214
H -0.40 -2.42 -0.72 0.220
H -3.01 -1.48 0.53 0.212
H -4.33 0.55 -0.15 0.224
H -3.15 2.58 -0.87 0.215
H -0.59 2.69 -0.87 0.231
H 1.27 1.10 -1.40 0.251
H 2.45 1.48 1.79 -0.010
H 0.57 2.21 1.62 -0.031
```

Computed properties:
- Gap between HOMO and LUMO: 9.625 eV
- SMILES: O=CN1CCc2ccccc2[C@H]1P
- E_HOMO: -0.3269 Ha


Run b
ORCA calculation (ωB97M-V/def2-TZVPD) on a single C10H12NOP molecule.

Structure (XYZ):
```
25
Properties=species:S:1:pos:R:3:nbo_charge:R:1
C 3.68 0.02 0.80 -0.179
C 3.60 1.26 0.26 -0.255
C 2.67 -0.93 0.60 -0.222
C 2.42 1.65 -0.42 0.047
C 1.62 -0.47 -0.23 -0.178
C -1.49 -0.48 1.34 -0.337
C -2.30 0.02 0.46 -0.049
C -2.39 -0.47 -1.01 -0.424
C -1.01 -0.87 -1.62 -0.790
C -3.40 0.97 0.92 -0.633
N 1.43 0.78 -0.68 -0.419
O 0.30 -2.99 -0.10 -1.072
P 0.14 -1.55 -0.30 1.740
H 4.69 -0.25 1.16 0.223
H 4.46 1.93 0.51 0.229
H 2.54 -1.92 1.14 0.258
H 2.25 2.61 -0.83 0.200
H -1.00 -0.66 2.32 0.248
H -3.19 -1.24 -1.10 0.228
H -2.89 0.24 -1.65 0.216
H -0.87 -1.44 -2.57 0.259
H -0.43 0.07 -1.96 0.267
H -2.90 1.92 0.73 0.221
H -3.64 0.78 1.88 0.215
H -4.31 1.00 0.34 0.209
```

Computed properties:
- Gap between HOMO and LUMO (alpha / beta): 7.799 / 7.798 eV
- E_HOMO (alpha / beta): -0.2829 / -0.2829 Ha


Short version: run b is the least stable of them.


Run a
ORCA calculation (ωB97M-V/def2-TZVPD) on a single CH3PS4 molecule.

Structure (XYZ):
```
9
Properties=species:S:1:pos:R:3:nbo_charge:R:1
S -1.11 -1.72 1.55 -0.397
S 0.69 -1.32 0.95 0.373
P 1.15 0.46 -0.64 0.463
S -0.77 1.53 -0.53 -0.179
S -0.69 3.19 0.62 -0.046
C 0.60 -1.37 -0.88 -0.825
H -0.78 2.65 1.75 0.109
H -0.32 -1.41 -1.31 0.246
H 1.24 -2.02 -1.51 0.257
```

Computed properties:
- Gap between HOMO and LUMO: 6.937 eV
- SMILES: S=S1#P(SS)C1
- E_HOMO: -0.3005 Ha


Run b
ORCA calculation (ωB97M-V/def2-TZVPD) on a single CH3PS4 molecule.

Structure (XYZ):
```
9
Properties=species:S:1:pos:R:3:nbo_charge:R:1
S -2.07 -2.32 -0.25 -0.075
S -1.59 -0.39 -0.61 -0.278
P 0.09 0.06 1.11 0.622
C 0.97 1.39 -0.02 -0.868
S 2.25 0.45 -0.77 0.154
S 1.65 -1.17 0.45 -0.163
H -3.16 -1.93 0.25 0.109
H 0.29 1.69 -0.78 0.243
H 1.58 2.23 0.61 0.256
```

Computed properties:
- Gap between HOMO and LUMO: 7.642 eV
- SMILES: SSP1CSS1
- E_HOMO: -0.3013 Ha


Short version: run a is the least stable of them.


Run a
ORCA calculation (ωB97M-V/def2-TZVPD) on a single C17H20N2O3S molecule.

Structure (XYZ):
```
43
Properties=species:S:1:pos:R:3:nbo_charge:R:1
C -4.95 -0.54 0.06 -0.635
C -3.49 -0.88 -0.03 0.023
C -2.90 -1.73 0.90 -0.219
C -1.57 -2.06 0.80 -0.175
C -0.81 -1.53 -0.22 -0.370
S 0.92 -1.94 -0.34 2.306
O 1.45 -1.40 -1.56 -0.965
O 1.12 -3.34 -0.10 -0.931
N 1.55 -1.04 0.94 -0.856
C 2.99 -1.12 1.13 -0.224
C 3.73 -0.29 0.08 -0.510
C 3.17 1.13 0.07 0.684
O 3.59 2.01 0.79 -0.641
N 2.16 1.29 -0.80 -0.626
C 1.39 2.51 -0.87 -0.271
C 0.02 2.37 -0.26 0.056
C -1.10 2.90 -0.90 -0.238
C -2.35 2.80 -0.31 -0.219
C -2.50 2.16 0.91 -0.223
C -1.39 1.62 1.54 -0.201
C -0.14 1.73 0.96 -0.234
C -1.37 -0.69 -1.16 -0.105
C -2.71 -0.37 -1.06 -0.220
H -5.15 0.42 -0.40 0.220
H -5.28 -0.53 1.09 0.220
H -5.53 -1.30 -0.47 0.230
H -3.50 -2.14 1.70 0.217
H -1.11 -2.74 1.51 0.228
H 1.06 -1.35 1.77 0.395
H 3.21 -0.72 2.12 0.220
H 3.33 -2.17 1.08 0.202
H 3.62 -0.75 -0.90 0.234
H 4.79 -0.25 0.35 0.238
H 1.81 0.47 -1.29 0.424
H 1.96 3.26 -0.32 0.247
H 1.31 2.83 -1.92 0.198
H -0.99 3.40 -1.85 0.208
H -3.21 3.23 -0.80 0.211
H -3.47 2.09 1.37 0.211
H -1.50 1.13 2.49 0.210
H 0.73 1.33 1.46 0.227
H -0.75 -0.30 -1.95 0.232
H -3.16 0.29 -1.80 0.221
```

Computed properties:
- Gap between HOMO and LUMO: 9.404 eV
- SMILES: Cc1ccc(S(=O)(=O)NCCC(=O)NCc2ccccc2)cc1
- E_HOMO: -0.3304 Ha


Run b
ORCA calculation (ωB97M-V/def2-TZVPD) on a molecular structure, C17H20N2O3S.

Structure (XYZ):
```
43
Properties=species:S:1:pos:R:3:nbo_charge:R:1
C -4.55 -2.29 -1.12 -0.642
C -3.48 -1.52 -0.36 0.010
C -3.35 -0.05 -0.52 -0.223
C -2.57 0.55 0.27 0.107
C -1.85 -0.23 1.14 -0.009
C -2.06 -1.52 1.46 -0.185
C -2.94 -2.28 0.76 -0.196
H -2.95 -3.21 0.59 0.193
H -1.48 -1.92 2.07 0.189
C -0.96 0.65 2.24 -0.587
H -1.36 1.93 2.35 0.216
H -1.16 0.33 3.13 0.184
H 0.07 0.49 1.81 0.218
N -2.53 2.07 0.13 -0.614
C -1.47 2.75 -0.26 0.661
O -1.63 3.94 -0.03 -0.624
C -0.14 1.89 -0.31 -0.116
C -0.12 0.88 -1.10 -0.212
C 1.24 0.42 -1.46 -0.165
C 2.26 0.85 -0.67 -0.017
C 2.16 1.95 -0.10 -0.180
C 0.88 2.67 0.35 -0.134
H 0.93 3.58 0.85 0.251
H 3.04 2.39 0.62 0.245
N 3.53 0.35 -1.21 -0.554
S 4.50 -0.20 0.39 2.308
O 4.55 0.72 1.26 -0.971
O 5.65 -0.71 -0.07 -0.952
C 3.29 -1.50 1.34 -0.739
H 3.34 -2.37 0.67 0.213
H 2.40 -0.90 1.33 0.232
H 3.80 -1.73 2.04 0.186
C 3.75 -0.68 -2.06 -0.435
H 4.76 -1.10 -2.13 0.245
H 3.41 -0.29 -3.00 0.203
H 3.19 -1.45 -1.94 0.164
H 1.20 -0.54 -2.21 0.226
H -0.97 0.56 -1.41 0.211
H -3.45 2.52 0.09 0.414
H -4.21 0.51 -1.13 0.220
H -4.11 -3.33 -1.32 0.222
H -5.66 -2.39 -0.41 0.214
H -4.95 -1.78 -2.08 0.224
```

Computed properties:
- Gap between HOMO and LUMO: 8.852 eV
- E_HOMO: -0.3215 Ha


Short version: run b is the least stable of them.


Run a
ORCA calculation (ωB97M-V/def2-TZVPD) on a gas-phase ion, FHNO3P (charge -2).

Structure (XYZ):
```
7
Properties=species:S:1:pos:R:3:nbo_charge:R:1
O -0.64 0.88 -1.69 -1.240
P -0.06 0.79 -0.34 2.400
O 1.42 1.10 -0.11 -1.252
O -1.04 1.29 0.74 -1.224
N -0.29 -1.04 0.33 -0.593
F 0.27 -2.37 0.03 -0.398
H 0.34 -0.65 1.03 0.306
```

Computed properties:
- Total charge: -2
- Gap between HOMO and LUMO: 7.187 eV
- SMILES: O=P([O-])([O-])NF
- E_HOMO: 0.0218 Ha


Run b
ORCA calculation (ωB97M-V/def2-TZVPD) on 2 unconnected molecules or ions with the total composition FHNO3P.

Structure (XYZ):
```
7
Properties=species:S:1:pos:R:3:nbo_charge:R:1
N 1.76 0.06 0.58 -0.725
O -1.89 -0.35 1.27 -1.168
O -1.33 -1.13 -1.12 -1.172
O -1.69 1.35 -0.64 -1.166
F 2.66 0.94 -0.22 -0.443
P -1.44 -0.02 -0.12 2.446
H 1.93 -0.85 0.25 0.229
```

Computed properties:
- Total charge: -2
- Gap between HOMO and LUMO: 5.749 eV
- E_HOMO: 0.0569 Ha


Short version: run b is the least stable of them.


Run a
ORCA calculation (ωB97M-V/def2-TZVPD) on 3 unconnected molecules or ions with the total composition CH9N3O2.

Structure (XYZ):
```
15
Properties=species:S:1:pos:R:3:nbo_charge:R:1
N 0.37 1.51 -0.16 -0.814
C 1.25 0.57 0.09 0.596
N 0.94 -0.50 0.98 -0.827
N 2.56 0.45 -0.24 -0.828
H 0.65 2.04 -0.99 0.345
H -0.07 -0.56 1.01 0.383
H 1.20 -1.41 0.48 0.382
H 3.14 0.28 0.57 0.397
H 2.97 1.35 -0.65 0.379
O -2.38 -1.47 1.14 -0.946
H -1.81 -1.25 0.40 0.473
H -3.02 -0.75 1.22 0.475
O -1.88 -0.29 -1.56 -0.974
H -1.27 0.34 -1.10 0.487
H -2.23 0.35 -2.23 0.473
```

Computed properties:
- Gap between HOMO and LUMO: 10.222 eV
- SMILES: N=C(N)N.O.O
- E_HOMO: -0.3533 Ha


Run b
ORCA calculation (ωB97M-V/def2-TZVPD) on 3 unconnected molecules or ions with the total composition CH9N3O2.

Structure (XYZ):
```
15
Properties=species:S:1:pos:R:3:nbo_charge:R:1
N 1.55 -0.68 0.26 -0.835
C 0.31 -1.11 0.08 0.594
N -0.41 -2.20 0.59 -0.863
N -0.43 -0.62 -0.97 -0.814
H 2.04 -1.00 1.05 0.352
H -0.11 -2.57 1.44 0.377
H -0.74 -2.85 -0.07 0.394
H -1.47 -0.74 -0.86 0.396
H -0.06 0.16 -1.35 0.408
O -2.09 2.22 1.05 -0.918
H -1.79 1.50 1.64 0.459
H -1.35 2.76 1.23 0.459
O 1.32 1.62 -1.66 -0.972
H 1.64 2.46 -1.47 0.467
H 1.59 1.05 -0.95 0.496
```

Computed properties:
- Gap between HOMO and LUMO: 9.806 eV
- SMILES: N=C(N)N.O.O
- E_HOMO: -0.3370 Ha


Short version: run b is the least stable of them.